Here is a structure of composition C7H17N2S at a distorted geometry from OMol25. Energies are from wB97M-V/def2-TZVPD.

Last column: Löwdin charge in e.
Atoms and positions in Å:
S 0.7782 1.7680 0.9821  0.953
N -0.8693 -0.4653 1.6468  0.084
N 1.5057 0.1654 -0.9377  -0.320
C -3.4947 -0.8694 0.3932  -0.077
C 2.4109 -0.3005 0.0646  -0.166
C -1.0900 -0.5560 0.2148  -0.200
C 2.4755 0.9938 1.0087  -0.325
C 1.9843 0.2007 -2.2751  -0.064
C -2.4035 0.0162 -0.2741  -0.202
C 0.3466 0.7067 -0.4955  -0.380
H -0.4478 0.6375 1.7044  0.043
H -2.6444 0.9310 0.0300  0.060
H -0.1411 1.4054 -1.1652  0.098
H -4.4352 -0.4181 0.0279  0.099
H -2.6270 -0.0011 -1.4201  0.169
H -3.5251 -0.8677 1.4256  0.042
H 2.0505 -1.1559 0.5044  0.078
H -0.6166 -1.4462 -0.0947  0.118
H 2.0731 -0.8770 -2.7859  0.135
H -0.0611 -1.0356 1.8170  0.136
H 1.3306 0.9429 -2.9409  0.134
H 2.9305 0.7490 -2.1882  0.086
H 2.9317 0.7671 2.0617  0.128
H 3.4814 -0.4993 -0.1171  0.145
H 3.0808 1.7192 0.6831  0.011
H -1.6465 -0.7224 2.2429  0.144
H -3.3774 -1.7884 -0.1126  0.071

Summary:
**Largest force on an atom**: 5.638 eV/Å
**Charge**: +1
**HOMO-LUMO gap**: 9.04 eV
**Calculated total energy**: -784.2349 Ha
**Highest occupied orbital energy**: -11.79 eV
**Energy above the lowest of the compared OMol25 structures with the same formula, charge and spin**: 4.0837 eV

Here is a cluster of 2 separate species, H4N2O3Si in total at a distorted geometry from OMol25. Energies are from wB97M-V/def2-TZVPD.

Last column: Löwdin charge in e.
Atoms and positions in Å:
Si 0.4541 0.2453 0.7049  0.531
O -0.4832 1.3975 0.8464  -0.339
O -2.7198 1.3925 -0.0749  -0.036
O -3.5526 -0.4752 -0.9565  0.009
N 1.1402 0.0527 -0.8189  -0.073
N -2.6948 0.0456 -0.3206  -0.172
H 1.3963 0.6440 -1.6467  0.085
H 1.7993 -0.7410 -0.8460  0.032
H 0.8646 -0.5939 1.7789  -0.023
H -1.7156 1.4980 0.1056  -0.013

Summary:
**Largest force on an atom**: 2.496 eV/Å
**Charge**: 0
**HOMO-LUMO gap**: 9.29 eV
**Calculated total energy**: -627.0588 Ha
**Highest occupied orbital energy**: -9.21 eV
**Structure (SMILES)**: N[SiH]=O.O=NO
**Energy above the lowest of the compared OMol25 structures with the same formula, charge and spin**: 1.6274 eV

Here is a structure of composition C22H22AgClIN3O7 from OMol25. Energies are from wB97M-V/def2-TZVPD.

Last column: Löwdin charge in e.
Atoms and positions in Å:
I -0.5631 -0.7809 3.1339  -0.450
Ag 0.5259 -0.3019 0.5727  0.393
Cl 2.6414 -3.0076 -0.8933  0.647
O 2.7134 -4.2390 -0.1354  -0.378
O -2.1379 0.5386 -6.1857  -0.101
O 3.7443 -2.1405 -0.5448  -0.376
O 2.6769 -3.3087 -2.3167  -0.398
O -3.9398 -0.3421 -0.8019  -0.102
O 0.5522 4.4078 -2.5821  -0.146
O 1.3718 -2.3305 -0.5998  -0.467
N -0.3925 2.0235 -2.0766  0.140
N -1.1183 -0.0981 -1.3732  0.116
N -1.7371 0.7727 -3.4624  0.145
C -3.9523 -2.4450 -1.8436  -0.028
C -3.3232 -3.4947 -2.4928  -0.117
C 0.9671 3.8139 -1.3808  -0.269
C -3.8083 3.7217 -5.6083  -0.111
C -2.5909 1.6486 -5.5222  -0.249
C 2.2169 3.8630 0.6363  -0.130
C 0.8614 1.8667 0.1020  -0.147
C -0.3970 5.4389 -2.3759  -0.100
C -3.3093 2.5913 -6.2354  -0.024
C -2.8970 2.9388 -3.5213  -0.022
C 1.8361 4.4865 -0.5475  -0.069
C -1.8622 -1.2425 -1.7052  -0.226
C -3.3662 0.2627 0.3754  -0.076
C -3.2331 -1.3285 -1.4247  -0.250
C 0.4938 2.5319 -1.0658  -0.206
C -2.3905 1.7987 -4.1393  -0.174
C -1.0752 0.8576 -2.2156  -0.352
C 1.7294 2.5937 0.9329  -0.169
C -3.5867 3.8966 -4.2473  -0.101
C -1.2322 -2.3291 -2.3164  -0.023
C -1.9506 -3.4465 -2.7135  -0.094
C -0.7200 0.3087 -6.1572  -0.060
H -3.9720 4.7709 -3.7375  0.097
H -4.2153 0.6035 0.9661  0.081
H -0.4641 -0.4903 -5.4653  0.082
H 0.0349 6.2631 -1.8022  0.078
H -1.2695 5.0603 -1.8333  0.087
H -2.7635 3.0499 -2.4529  0.116
H -3.4496 2.4212 -7.2959  0.112
H 2.2056 5.4661 -0.8310  0.099
H -0.4024 2.6134 -2.8925  0.113
H -2.0379 -0.1642 -3.6901  0.139
H -5.0136 -2.4678 -1.6254  0.107
H -0.1554 -2.2803 -2.4378  0.099
H 2.8991 4.3647 1.3155  0.080
H -4.3573 4.4612 -6.1778  0.090
H -0.4287 0.0240 -7.1670  0.082
H -2.7238 1.1024 0.1258  0.069
H -1.4334 -4.2780 -3.1746  0.096
H 2.0366 2.1390 1.8699  0.068
H -3.9000 -4.3606 -2.7965  0.086
H -0.7113 5.8000 -3.3552  0.082
H -2.7883 -0.4530 0.9615  0.015
H -0.1854 1.2123 -5.8634  0.098

Summary:
**Largest force on an atom**: 0.717 eV/Å
**Charge**: -2
**HOMO-LUMO gap**: 5.35 eV
**Calculated total energy**: -2447.1452 Ha
**Highest occupied orbital energy**: -1.32 eV

Here is a structure of composition C36H35BCrO6S at a distorted geometry from OMol25. Energies are from wB97M-V/def2-TZVPD.

Last column: Löwdin charge in e.
Atoms and positions in Å:
Cr -4.5949 -3.5845 -0.3513  0.253
S 1.7545 3.9254 3.0844  1.147
O -3.3821 -4.7688 2.1779  0.165
O -6.9190 -5.1287 0.9189  0.226
O 1.6247 -2.0651 0.4475  0.185
O -4.0305 -6.4832 -1.1587  0.212
O -4.6688 2.2140 2.4004  -0.048
O 2.1650 -1.1984 2.5589  0.147
C 3.0207 4.3941 2.0027  -0.503
C -2.6978 2.0285 0.9806  -0.004
C -5.4907 2.5325 1.2523  -0.018
C -2.5273 2.5129 3.3715  0.050
C 1.4585 3.3597 0.5836  -0.055
C -0.2541 -2.1885 3.1323  -0.104
C 0.2370 -3.2808 5.2406  0.022
C -0.3353 -4.6244 3.3177  0.005
C -0.4443 -3.4697 2.5563  0.013
C 3.4372 -1.3103 1.9042  -0.431
C 0.7202 3.3639 1.7596  -0.402
C 3.5987 -3.3544 0.2459  0.005
C -3.3456 -1.7214 -0.3748  -0.230
C -5.5873 -2.5003 -1.9412  -0.062
C -4.2942 -2.8520 -2.3409  -0.081
C 2.7230 4.0002 0.7001  -0.057
C -3.7644 -4.1900 1.2397  -0.076
C -0.6176 2.8694 1.9168  -0.222
C 3.4541 -1.0469 -0.7142  0.004
C 0.0714 -2.1155 4.4986  0.050
C -1.2196 -1.1219 1.1465  0.060
C -2.1914 -1.3288 0.4368  0.101
C -5.7759 -1.8406 -0.7153  -0.087
C -1.2213 2.9154 3.1929  -0.012
C 4.2728 -2.1601 2.8489  0.005
C 4.2020 5.1848 2.4169  -0.050
C -3.1945 -2.5190 -1.5286  -0.074
C -6.1188 -4.4535 0.4049  -0.031
C 3.0841 -1.9395 0.4667  -0.404
C -0.1983 -1.0001 2.1649  -0.031
C 0.0660 -4.5465 4.6552  0.054
C -4.6652 -1.4941 0.0718  -0.083
C -1.3657 2.3554 0.8246  0.009
C 4.0427 0.0877 1.8773  0.001
C -4.1972 -5.3479 -0.9638  -0.052
C -3.3179 2.2114 2.2361  -0.226
B 1.2185 -1.6134 1.6487  -0.642
H 5.0443 0.0454 1.4259  0.113
H -2.9789 2.5078 4.3548  0.139
H -3.2602 1.6240 0.1372  0.123
H 5.2884 -2.2881 2.4552  0.112
H 4.3294 -1.6425 3.8176  0.106
H 3.4073 0.8106 1.3475  0.080
H 0.2331 -5.4554 5.2319  0.146
H -6.4625 2.7975 1.6690  0.110
H 4.5444 -0.9356 -0.7929  0.112
H -0.8779 2.1751 -0.1363  0.126
H -5.5915 1.6472 0.6048  0.082
H 3.4107 4.1762 -0.1227  0.137
H -5.0716 3.3783 0.6852  0.115
H -6.7820 -1.6155 -0.3591  0.156
H -0.6507 3.2506 4.0532  0.108
H 3.9182 5.9856 3.1079  0.104
H -0.1080 -0.0019 2.5955  0.158
H -4.8060 -1.0023 1.0369  0.151
H 2.9886 -0.0521 -0.6459  0.088
H 3.2333 -3.7205 -0.7245  0.107
H -0.7065 -3.5281 1.4984  0.137
H -2.1897 -2.8535 -1.7957  0.158
H 1.0916 2.9127 -0.3450  0.127
H -4.1274 -3.4092 -3.2666  0.160
H -0.5511 -5.5899 2.8576  0.137
H -6.4550 -2.7833 -2.5405  0.161
H 3.0917 -1.5097 -1.6412  0.105
H 4.6963 -3.3601 0.2433  0.112
H 4.9560 4.5638 2.9158  0.110
H 3.2272 -4.0453 1.0170  0.098
H 4.1449 0.4391 2.9128  0.102
H 0.1832 -1.1311 4.9562  0.148
H 3.8071 -3.1391 3.0199  0.096
H 0.5141 -3.2127 6.2924  0.139
H 4.6557 5.6327 1.5283  0.105

Summary:
**Largest force on an atom**: 5.567 eV/Å
**Charge**: +3
**HOMO-LUMO gap (alpha / beta)**: 7.64 / 4.81 eV
**Calculated total energy**: -3310.7684 Ha
**Spin multiplicity**: 4
**Highest occupied orbital energy (alpha / beta)**: -15.68 / -16.51 eV
**Energy above the lowest of the compared OMol25 structures with the same formula, charge and spin**: 0.0000 eV

- Which value of largest force on an atom does entry 3 give?
  0.717 eV/Å